(1)
80
Properties=species:S:1:pos:R:3:forces:R:3 method="wB97M-V/def2-TZVPD" mol_weight_g_mol=580.69 homo_lumo_gap_ev=7.629 smiles="Cc1cccc(CC2=C(N=C=S)C(=O)C(P(C)O)=C(CCC(N)=O)C2=O)c1.COC[C@@H](C)N.COC[C@@H](C)N"
C 4.339 1.249 3.722 -0.5 -0.5 0.3
C 2.953 1.810 3.919 1.7 -0.4 -0.5
C 2.642 2.665 4.934 0.6 0.0 0.5
C 1.355 3.087 5.050 -0.5 1.4 1.7
C 0.375 2.696 4.198 -1.2 -0.1 -0.5
C 0.693 1.851 3.169 -0.8 -0.4 -0.9
C -0.350 1.344 2.181 0.0 -0.2 0.4
C -0.290 -0.157 2.210 -0.2 0.4 -0.1
C 0.355 -0.927 1.345 0.5 -0.1 0.2
N 1.077 -0.416 0.201 -1.7 -0.4 0.2
C 0.341 -0.148 -0.745 1.2 -0.1 -0.3
S -0.429 0.170 -2.052 -0.3 0.1 0.0
C 0.325 -2.409 1.591 0.3 -0.2 -0.5
O 0.348 -3.203 0.675 0.0 0.3 0.4
C 0.294 -2.810 3.037 0.9 -0.2 -0.3
P 1.166 -4.347 3.602 -0.5 -1.1 0.1
C 2.506 -3.695 4.728 -0.6 0.6 -0.5
O 2.009 -4.949 2.317 0.0 0.7 0.5
C -0.372 -2.057 3.915 -0.1 0.2 -0.1
C -0.509 -2.374 5.374 -0.4 0.5 0.6
C -0.452 -1.138 6.309 -0.3 -0.2 -0.2
C -1.755 -0.861 7.045 0.0 0.9 0.9
N -3.002 -1.012 6.346 0.4 -0.6 0.2
O -1.716 -0.504 8.207 0.0 -0.5 -0.7
C -1.013 -0.815 3.351 -0.1 0.0 0.1
O -2.034 -0.325 3.780 0.5 -0.1 0.0
C 1.984 1.421 3.040 0.1 -0.5 -0.7
H 4.300 0.208 4.053 0.3 0.0 0.1
H 5.091 1.766 4.309 0.1 0.1 -0.1
H 4.589 1.202 2.667 0.2 0.3 -0.1
H 3.390 2.974 5.645 0.1 0.1 0.1
H 1.112 3.765 5.859 -0.1 0.0 0.1
H -0.655 3.005 4.296 -0.1 0.2 0.2
H -0.169 1.740 1.187 0.0 0.0 -0.1
H -1.350 1.630 2.503 0.0 0.2 0.0
H 2.494 -2.604 4.749 0.1 0.0 0.1
H 3.491 -4.024 4.407 0.0 -0.2 0.0
H 2.272 -4.070 5.719 0.3 -0.1 0.1
H 2.754 -4.376 2.101 0.0 -0.1 -0.4
H -1.472 -2.854 5.560 -0.1 -0.1 -0.3
H 0.240 -3.078 5.719 0.1 -0.1 -0.2
H 0.275 -1.264 7.105 0.2 -0.1 0.0
H -0.152 -0.245 5.756 -0.1 0.1 0.0
H -3.389 -0.090 6.177 0.0 0.0 -0.3
H -3.634 -1.491 6.978 -0.1 0.2 0.2
H 2.256 0.762 2.228 0.0 -0.1 -0.1
C -2.167 -3.689 -7.352 -0.1 0.2 -0.1
O -3.178 -3.305 -6.439 0.1 -0.1 0.0
C -2.903 -3.594 -5.081 -0.2 0.0 0.2
C -2.028 -2.551 -4.369 0.2 0.0 -0.3
C -0.549 -2.650 -4.727 0.1 0.0 0.1
N -2.491 -1.183 -4.627 -0.1 -0.1 0.0
H -1.670 -4.612 -7.042 0.0 0.0 0.0
H -1.429 -2.893 -7.479 0.1 -0.1 0.0
H -2.642 -3.859 -8.319 -0.1 0.0 0.0
H -3.877 -3.610 -4.586 0.0 0.0 -0.1
H -2.481 -4.603 -4.980 0.1 0.0 0.0
H -2.115 -2.740 -3.295 -0.1 0.0 0.0
H -0.337 -2.250 -5.719 -0.1 0.0 0.0
H 0.049 -2.077 -4.018 0.0 0.0 0.0
H -0.204 -3.685 -4.693 0.0 0.0 0.0
H -3.448 -1.091 -4.298 0.0 0.1 0.1
H -2.569 -1.073 -5.635 0.1 0.0 0.0
C 0.986 4.965 -6.771 -0.1 -0.1 -0.2
O 0.848 3.636 -6.304 0.1 0.1 0.1
C 0.987 3.474 -4.905 0.1 -0.3 0.2
C -0.286 3.766 -4.095 -0.1 0.2 -0.3
C -0.576 5.254 -3.927 0.0 0.1 0.2
N -1.463 3.113 -4.679 0.2 -0.2 0.0
H 1.724 5.525 -6.190 0.0 0.0 0.1
H 0.027 5.488 -6.757 0.1 0.1 0.1
H 1.324 4.918 -7.807 0.0 -0.1 0.0
H 1.243 2.421 -4.760 0.0 0.0 -0.1
H 1.839 4.059 -4.533 -0.1 0.1 0.0
H -0.131 3.351 -3.095 0.1 -0.1 0.0
H -0.972 5.702 -4.838 0.0 0.0 0.0
H -1.322 5.405 -3.147 0.0 0.0 0.0
H 0.324 5.800 -3.638 0.0 0.0 0.0
H -1.303 2.108 -4.701 -0.1 0.0 0.1
H -1.495 3.375 -5.661 -0.1 0.1 0.0

(2)
7
Properties=species:S:1:pos:R:3:forces:R:3 method="wB97M-V/def2-TZVPD" e_above_lowest_kj_mol=286.4 mol_weight_g_mol=201.89 homo_lumo_gap_ev=8.756
C -0.399 -0.636 -2.733 -1.0 0.1 0.7
O -0.522 1.191 3.391 0.5 0.4 0.8
S -0.148 0.189 2.447 0.1 -0.2 -0.1
Cl 0.690 -0.430 -3.946 0.9 0.5 -1.6
Cl 0.335 -1.592 -1.563 0.1 -0.6 1.0
Cl 1.573 0.796 1.400 -0.3 0.0 0.1
Cl -1.529 0.480 1.003 -0.3 -0.2 -0.8

(3)
84
Properties=species:S:1:pos:R:3:forces:R:3 method="wB97M-V/def2-TZVPD" e_above_lowest_kj_mol=94.1 charge=+3 mol_weight_g_mol=586.28 homo_lumo_gap_ev="4.068 / 4.066"
Ga -0.129 0.401 -0.946 1.4 0.7 0.5
P -0.268 2.716 -0.876 0.2 0.4 0.7
P -2.784 0.152 -1.357 -0.3 -1.2 0.6
P 0.260 0.294 -3.177 0.9 -1.4 -1.7
H 6.811 -3.493 0.964 -0.1 0.5 -0.4
C 6.975 -2.799 0.125 0.4 0.7 0.1
C 7.147 -1.472 0.282 0.1 -1.4 0.0
H 7.057 -0.972 1.243 0.1 -0.1 -0.1
C 0.034 2.959 0.881 0.1 0.7 0.4
C -1.832 3.525 -1.286 -0.3 0.1 0.2
C 1.022 3.649 -1.758 0.0 0.0 0.1
C -3.043 -1.659 -1.525 0.2 0.2 0.0
C -3.770 0.563 0.115 -0.1 -0.1 0.2
C -3.837 0.859 -2.688 0.4 0.4 -0.4
C 2.003 0.511 -3.582 0.2 0.3 -0.4
C -0.613 1.472 -4.255 -0.2 0.3 0.3
C -0.199 -1.322 -3.873 0.1 0.0 0.0
H 7.098 -3.252 -0.868 0.0 0.1 0.5
H 7.461 -0.866 -0.564 -0.1 0.0 0.2
H 0.930 2.403 1.176 -0.1 0.1 -0.1
H -0.806 2.617 1.503 0.1 0.1 -0.4
H 0.193 4.034 1.032 0.0 -0.2 0.3
H -2.638 3.194 -0.606 0.4 0.2 -0.3
H -2.135 3.337 -2.323 0.1 0.1 0.3
H -1.671 4.605 -1.146 -0.2 -0.2 -0.1
H 1.997 3.166 -1.652 -0.1 0.1 0.1
H 1.045 4.632 -1.269 0.1 -0.1 -0.2
H 0.798 3.783 -2.824 0.0 0.0 0.3
H -4.099 -1.837 -1.755 0.2 -0.1 0.1
H -2.773 -2.140 -0.571 -0.1 0.0 -0.4
H -2.413 -2.055 -2.337 -0.3 0.0 0.4
H -4.829 0.648 -0.165 0.3 -0.1 0.1
H -3.438 1.505 0.546 -0.1 0.0 0.1
H -3.665 -0.217 0.881 -0.2 0.3 -0.2
H -4.449 0.054 -3.132 0.3 0.3 0.2
H -3.207 1.317 -3.460 -0.5 -0.1 0.1
H -4.504 1.623 -2.253 0.4 -0.3 -0.2
H 2.063 0.531 -4.693 0.1 0.0 0.7
H 2.612 -0.317 -3.194 -0.1 0.2 0.0
H 2.374 1.467 -3.182 0.0 -0.4 -0.2
H 0.030 1.632 -5.131 -0.2 0.0 0.2
H -0.791 2.440 -3.768 0.0 -0.3 -0.3
H -1.564 1.035 -4.579 0.3 0.2 0.0
H 0.369 -1.433 -4.807 -0.3 -0.1 0.1
H -1.278 -1.347 -4.080 0.4 -0.1 0.0
H 0.076 -2.131 -3.182 0.0 0.2 -0.3
C 2.602 -0.527 -0.147 0.2 -1.3 -1.1
C 2.240 -1.797 -0.653 0.1 0.6 -0.4
C 3.108 -2.433 -1.548 0.4 0.3 0.4
C 4.312 -1.805 -1.886 -0.2 -0.6 -0.8
C 4.720 -0.621 -1.264 -0.6 -0.9 1.0
C 3.939 -0.090 -0.233 -0.4 0.2 -0.6
O 1.665 0.337 0.251 -3.1 0.8 -0.3
H -0.772 -0.571 0.793 -1.7 -0.8 1.7
H 1.277 -2.236 -0.345 0.3 0.2 -0.3
H 2.856 -3.406 -1.956 0.1 0.1 0.0
H 4.961 -2.288 -2.634 -0.3 0.4 0.5
H 5.683 -0.219 -1.516 0.1 0.2 0.1
H 4.245 0.724 0.414 0.1 0.3 -0.4
C -2.758 2.422 4.227 -0.6 0.2 -0.2
C -1.740 1.334 3.911 -0.1 0.4 0.4
O -2.060 0.691 2.551 1.3 -0.5 -0.2
P -1.322 -0.671 2.246 1.3 0.5 2.4
O -2.135 -1.773 3.013 0.4 0.1 -1.5
C -3.484 -2.437 2.916 -0.3 -0.8 -0.5
C -4.365 -2.152 4.098 0.4 0.6 0.9
O 0.114 -0.715 2.919 -1.7 0.5 -0.4
C 0.863 -1.978 2.927 0.2 -1.4 -0.3
C 2.165 -1.813 3.654 0.2 0.6 1.0
H -2.550 3.355 3.667 -0.1 -0.5 0.2
H -2.697 2.692 5.307 0.1 -0.4 -0.7
H -3.814 2.110 4.020 1.0 0.1 0.2
H -0.728 1.758 3.784 -0.4 -0.4 0.2
H -1.756 0.534 4.670 0.1 0.3 -0.5
H -3.957 -2.135 1.984 0.1 0.2 -0.1
H -3.284 -3.515 2.845 0.3 0.4 0.0
H -4.610 -1.082 4.159 0.0 -0.3 0.0
H -5.312 -2.708 4.014 0.4 0.1 -0.1
H -3.865 -2.448 5.047 -0.4 0.1 -0.6
H 0.243 -2.754 3.409 0.2 0.4 -0.2
H 1.031 -2.267 1.876 -0.1 0.2 0.3
H 2.022 -1.831 4.745 -0.1 0.3 -0.4
H 2.873 -2.612 3.474 -0.1 -0.3 -0.4
H 2.666 -0.883 3.377 -0.1 0.0 0.0

(4)
42
Properties=species:S:1:pos:R:3:forces:R:3 method="wB97M-V/def2-TZVPD" e_above_lowest_kj_mol=394.2 charge=-2 mol_weight_g_mol=299.30 homo_lumo_gap_ev=5.736
O 1.385 -0.624 1.374 -1.6 -0.2 -1.1
C 0.466 0.082 0.827 0.9 -0.9 0.4
O -0.648 -0.363 0.290 2.5 1.0 0.8
C 0.816 1.591 1.052 -1.0 -1.3 0.2
C -0.345 1.941 1.954 2.3 0.6 4.7
S -0.312 3.554 2.861 0.3 0.6 -0.6
N 0.818 2.390 -0.199 0.1 1.7 0.8
H 1.772 1.576 1.714 -1.4 0.5 -1.9
H -1.221 1.962 1.410 -1.6 -0.6 -0.7
H -0.231 1.284 2.932 -0.9 0.4 -2.5
H 0.870 3.364 0.206 -0.1 -0.9 -0.7
H -0.127 2.381 -0.650 0.9 -0.4 1.1
H -2.787 -2.588 0.490 1.6 2.5 0.4
H -3.359 -3.618 -0.254 -0.1 -0.5 1.1
O -3.206 -3.385 0.694 -1.3 -2.0 -1.6
H -0.528 -1.582 -1.058 0.3 0.0 -2.0
H -0.936 -1.135 -2.498 -0.8 0.5 -0.3
O -0.368 -1.760 -2.068 0.7 -0.6 2.6
H -2.035 0.581 -0.048 1.6 -0.8 0.0
H -2.797 1.393 0.953 -0.2 -0.2 -1.2
O -2.773 1.189 -0.015 -1.8 1.1 1.4
H 1.805 -2.153 -1.024 3.1 0.2 2.4
H 2.387 -1.409 0.255 0.1 -1.1 -0.3
O 2.635 -2.202 -0.328 -2.9 1.2 -2.5
H -3.291 0.000 -1.467 0.6 -0.9 -2.5
H -2.550 0.522 -2.654 0.4 0.9 -0.5
O -3.017 -0.278 -2.431 -1.1 0.1 2.8
H 1.873 -2.217 2.512 0.0 0.6 0.8
H 1.755 -3.605 2.696 -0.4 -2.0 -0.5
O 1.971 -2.875 3.235 0.3 1.4 -0.3
H 3.985 -1.098 -2.015 -1.0 -1.8 1.6
H 3.299 0.200 -2.584 -0.7 -0.3 0.4
O 4.088 -0.332 -2.515 1.6 2.0 -1.9
H 0.677 0.403 -2.044 0.2 1.1 -0.4
H 1.043 1.899 -2.475 0.6 2.0 1.8
O 0.861 1.049 -2.765 -0.7 -3.5 -1.6
H -2.660 2.532 -1.347 2.3 -0.4 -3.0
H -1.259 2.679 -2.102 3.7 0.7 0.9
O -2.125 2.513 -2.285 -5.9 -0.4 1.7
H 1.559 -3.626 -0.112 -1.4 -0.7 0.0
H 0.503 -3.743 -1.267 0.2 -1.0 2.7
O 0.685 -4.094 -0.305 0.8 1.3 -2.6

(5)
23
Properties=species:S:1:pos:R:3:forces:R:3 method="wB97M-V/def2-TZVPD" e_above_lowest_kj_mol=165.4 charge=-1 mol_weight_g_mol=167.18 homo_lumo_gap_ev=7.486
C -1.222 -2.146 1.841 -3.2 2.3 -4.7
C -0.294 -2.635 0.722 -2.5 0.7 0.3
O -0.882 -3.007 -0.273 0.2 -0.9 -1.5
O 0.952 -2.604 0.925 2.0 0.5 0.3
H -0.786 -2.428 2.663 1.5 -1.8 5.2
H -2.317 -2.391 1.602 1.8 -0.4 0.7
H -1.295 -1.049 1.881 0.6 -0.1 -0.2
C -0.588 3.265 -2.499 0.0 -1.0 -2.2
C 0.635 0.408 0.676 -1.0 3.4 -4.8
C 0.814 0.105 -0.798 -1.1 2.1 3.0
C -0.093 1.652 0.928 0.0 -2.0 -1.3
C 0.488 1.027 -1.797 0.7 -0.5 0.5
C -0.537 2.467 -0.133 2.0 -0.4 -0.6
C -0.121 2.251 -1.469 -1.2 -0.1 0.4
O 1.200 -0.236 1.608 0.7 -2.5 1.4
H 1.283 -1.394 1.345 -0.7 0.6 0.1
H 1.110 -0.874 -0.982 0.9 -1.5 -0.7
H -0.493 1.714 1.916 0.1 0.7 0.7
H 0.851 0.757 -2.816 -0.8 0.4 0.6
H -0.962 3.453 -0.001 -0.5 -0.1 0.6
H 0.110 3.237 -3.378 -0.5 -0.1 0.6
H -0.513 4.280 -2.159 -0.2 0.5 0.5
H -1.633 3.101 -2.977 1.5 0.1 1.1

Repeat the second record exactly.
7
Properties=species:S:1:pos:R:3:forces:R:3 method="wB97M-V/def2-TZVPD" e_above_lowest_kj_mol=286.4 mol_weight_g_mol=201.89 homo_lumo_gap_ev=8.756
C -0.399 -0.636 -2.733 -1.0 0.1 0.7
O -0.522 1.191 3.391 0.5 0.4 0.8
S -0.148 0.189 2.447 0.1 -0.2 -0.1
Cl 0.690 -0.430 -3.946 0.9 0.5 -1.6
Cl 0.335 -1.592 -1.563 0.1 -0.6 1.0
Cl 1.573 0.796 1.400 -0.3 0.0 0.1
Cl -1.529 0.480 1.003 -0.3 -0.2 -0.8